17
Properties=species:S:1:pos:R:3:forces:R:3 method="wB97M-V/def2-TZVPD" spin_multiplicity=1 e_above_lowest_ev=0.0949 orbital_gap_ev=8.32 e_tot_ev=-9897.35079 total_charge=-1 lumo_ev=4.29
N -0.278 -0.223 3.487 0.365 0.162 0.062
C -0.327 -0.202 2.062 -0.003 0.063 -0.242
O 0.004 0.898 1.548 -0.094 -0.137 0.349
O -0.658 -1.263 1.488 -0.019 -0.014 0.125
H -0.242 0.705 3.873 -0.137 -0.100 0.186
H -0.784 -0.929 3.992 -0.127 0.047 -0.193
C -0.386 -0.998 -1.881 0.097 0.005 0.643
C -0.276 0.455 -1.438 0.037 0.384 -0.745
C 1.161 0.883 -1.184 0.015 0.298 -0.044
H 0.191 -1.205 -2.787 -0.151 0.054 -0.135
H -1.435 -1.277 -2.000 0.042 -0.104 -0.240
H 0.011 -1.622 -1.076 -0.059 -0.051 -0.013
H -0.850 0.629 -0.534 0.052 -0.165 0.134
H -0.700 1.106 -2.220 -0.012 -0.057 0.006
H 1.215 1.937 -0.900 -0.116 -0.058 0.165
H 1.565 0.311 -0.351 0.130 -0.025 -0.060
H 1.790 0.795 -2.079 -0.022 -0.303 0.002